Entry P
2 unconnected molecules or ions with the total composition C2H9N3, computed with ωB97M-V with the def2-TZVPD basis set.

The geometry in ORCA input format:
```
! wB97M-V def2-TZVPD RIJCOSX def2/J DEFGRID3
* xyz 0 1
C 2.8868 -1.0100 -3.2312
N 3.6789 -0.2034 -3.7955
H 1.9326 -1.2337 -3.7116
H 3.1050 -1.4871 -2.2756
H 4.5196 -0.1193 -3.2219
N -2.9041 1.0163 1.8426
C -1.4675 0.8659 2.0785
N -0.8238 -0.2487 1.4226
H -3.4538 0.8811 2.6749
H -3.1948 0.4148 1.0882
H -1.2734 0.7926 3.1497
H -0.9346 1.7663 1.7618
H -0.9456 -0.2869 0.4178
H -1.1253 -1.1479 1.7997
*
```

SMILES: C=N.NCN
Orbital gap: 9.9261 eV
HOMO level: -9.0259 eV

***

Entry Q
2 unconnected molecules or ions with the total composition C2H9N3, computed with ωB97M-V with the def2-TZVPD basis set.

The geometry in ORCA input format:
```
! wB97M-V def2-TZVPD RIJCOSX def2/J DEFGRID3
* xyz 0 1
H 1.1457 -2.0987 -1.9571
N 0.1418 -1.9813 -1.7998
C -0.0083 -1.8597 -0.5459
N -1.2632 -1.7014 0.0198
H 0.8634 -1.6626 0.0775
H -1.1859 -1.6879 1.0228
H -1.8292 -0.9601 -0.3534
C -0.1946 1.8389 0.2701
N 0.8275 1.3577 1.2220
H 0.2582 1.9326 -0.7288
H -1.0165 1.1520 0.0742
H -0.5645 2.8211 0.5377
H 1.3857 2.1862 1.3628
H 1.4399 0.6631 0.7980
*
```

SMILES: [H]/N=C/N.CN
Orbital gap: 10.4956 eV
HOMO level: -9.6017 eV

***

Most stable to least stable, the ends of the list are entry Q and entry P.

***

Entry P
3 unconnected molecules or ions with the total composition C4H13NO3, computed with ωB97M-V with the def2-TZVPD basis set.

The geometry in ORCA input format:
```
! wB97M-V def2-TZVPD RIJCOSX def2/J DEFGRID3
* xyz 0 1
C 0.4005 -2.1511 1.6833
C 0.2556 -0.7698 1.0406
C -1.1552 -0.1788 1.2247
C -1.2796 0.9453 0.2259
N -2.1513 0.7175 -0.8021
O -0.6747 1.9907 0.3557
H -0.5426 -2.6287 1.9514
H 1.0997 -2.1401 2.5246
H 0.9625 -2.9026 1.1188
H 0.9778 -0.1514 1.5686
H 0.5524 -0.7223 -0.0053
H -1.9127 -0.9601 1.1704
H -1.2405 0.3836 2.1593
H -2.7836 -0.0494 -0.6572
H -2.4175 1.4373 -1.4503
O 2.3010 -0.8863 -2.7992
H 3.0070 -0.4635 -2.3125
H 1.5322 -0.3148 -2.6998
O 1.0674 2.6660 -1.7121
H 1.7300 3.2718 -1.3714
H 0.2714 2.9067 -1.2134
*
```

SMILES: CCCC(N)=O.O.O
Orbital gap: 10.8903 eV
HOMO level: -10.1595 eV

***

Entry Q
2 unconnected molecules or ions with the total composition C4H13NO3, computed with ωB97M-V with the def2-TZVPD basis set.

The geometry in ORCA input format:
```
! wB97M-V def2-TZVPD RIJCOSX def2/J DEFGRID3
* xyz 0 1
N -1.0254 -0.7287 -1.5006
C -0.2331 -0.1652 -0.2767
C -0.9034 1.1776 -0.0146
O -0.4754 1.5109 1.2699
C 1.2001 -0.0208 -0.5985
C 1.8729 0.7135 0.7443
O 3.1907 0.2339 1.0799
H -0.9417 -1.6822 -1.6166
H -0.6338 -0.1955 -2.3530
H -0.4080 -0.6281 0.7150
H -2.0073 0.9499 0.0768
H -0.7431 2.0209 -0.6169
H -1.1200 2.0195 1.8060
H 1.3924 0.6629 -1.5018
H 1.6961 -0.9361 -0.6060
H 1.3664 0.4204 1.6649
H 1.8185 1.8467 0.4932
H 3.7376 0.2607 0.3477
O -3.0915 -2.3729 -0.4669
H -2.3620 -2.9131 -0.8710
H -3.2276 -1.9302 -1.2240
*
```

SMILES: N[C@H](CO)CCO.O
Orbital gap: 9.9773 eV
HOMO level: -9.1908 eV

***

Most stable to least stable, the ends of the list are entry P and entry Q.

***

Entry P
3 unconnected molecules or ions with the total composition C4H13NO3, computed with ωB97M-V with the def2-TZVPD basis set.

The geometry in ORCA input format:
```
! wB97M-V def2-TZVPD RIJCOSX def2/J DEFGRID3
* xyz 0 1
C -0.4345 -0.2590 2.4253
C 0.6053 0.4694 1.6072
O 0.2787 1.5648 1.0099
O 1.8241 0.4382 2.2160
H -0.6564 0.3320 3.3143
H -1.3393 -0.3569 1.8287
H -0.0555 -1.2345 2.7229
H 2.3992 1.0795 1.7747
C -0.7863 0.7636 -2.4470
N -0.8686 0.5389 -1.0330
O -2.0089 -0.2333 -0.6959
H -0.6181 -0.1845 -2.9829
H 0.0580 1.4252 -2.6374
H -1.6981 1.2203 -2.8512
H -0.4290 1.2730 -0.0908
H -1.8802 -1.1104 -1.0956
C 1.0839 -1.1634 -0.6846
H 0.7850 -0.5222 0.3807
H 0.3568 -1.8142 -1.1572
H 1.8668 -1.7365 -0.1932
H 1.5168 -0.4898 -1.4108
*
```

SMILES: CC(=O)O.CNO.C
Orbital gap: 6.7147 eV
HOMO level: -7.0089 eV

***

Entry Q
2 unconnected molecules or ions with the total composition C4H13NO3, computed with ωB97M-V with the def2-TZVPD basis set.

The geometry in ORCA input format:
```
! wB97M-V def2-TZVPD RIJCOSX def2/J DEFGRID3
* xyz 0 1
C -1.8293 0.4705 -0.4495
C -0.3780 0.9282 -0.1523
O -0.1042 2.2232 -0.6714
C 0.6792 -0.1200 -0.6306
N 1.5644 0.3637 -1.6863
C 1.5152 -0.6587 0.5155
O 2.3343 -1.7400 0.0749
H -2.3799 1.2970 -0.8886
H -2.3211 0.3737 0.5155
H -1.8584 -0.4914 -0.9408
H -0.2569 1.0616 0.9222
H -0.4434 2.2877 -1.5701
H 0.1151 -0.9225 -1.0846
H 1.7651 1.3546 -1.6114
H 1.2216 0.2295 -2.6250
H 2.1132 0.1467 0.9113
H 0.8441 -1.0989 1.2295
H 3.0145 -1.3894 -0.5193
O -1.9136 -1.3723 2.5041
H -2.0707 -2.1996 2.9814
H -1.6111 -0.7437 3.1755
*
```

SMILES: C[C@H](O)[C@@H](N)CO.O
Orbital gap: 9.8007 eV
HOMO level: -9.1805 eV

***

Most stable to least stable, the ends of the list are entry Q and entry P.

***

Entry P
3 unconnected molecules or ions with the total composition C4H13NO3, computed with ωB97M-V with the def2-TZVPD basis set.

The geometry in ORCA input format:
```
! wB97M-V def2-TZVPD RIJCOSX def2/J DEFGRID3
* xyz 0 1
C -0.8655 1.8259 0.0682
N 0.5175 1.4187 0.2330
C 0.8023 0.9095 1.5699
C 0.3717 -0.5324 1.8140
C 0.3720 -0.8541 3.2869
O 1.1845 -0.4199 4.0623
H -1.5831 1.0405 0.3110
H -1.0798 2.1060 -0.9690
H -1.1629 2.7118 0.6430
H 1.0902 2.1958 0.0466
H 0.4134 1.5602 2.3635
H 1.8849 0.9526 1.6803
H -0.6436 -0.7288 1.4745
H 1.0166 -1.2128 1.2531
H -0.3430 -1.6236 3.6279
O -1.0996 -2.7912 -5.6429
H -1.7309 -2.1146 -5.4148
H -0.4944 -3.0408 -4.9396
O 0.4250 -0.8781 -1.8730
H 0.3224 -0.3385 -1.0714
H 0.6024 -0.1862 -2.5234
*
```

SMILES: CNCCC=O.O.O
Orbital gap: 10.3351 eV
HOMO level: -9.6883 eV

***

Entry Q
2 unconnected molecules or ions with the total composition C4H13NO3, computed with ωB97M-V with the def2-TZVPD basis set.

The geometry in ORCA input format:
```
! wB97M-V def2-TZVPD RIJCOSX def2/J DEFGRID3
* xyz 0 1
C -1.4182 1.3460 -1.1768
N -1.1442 0.1426 -0.4014
C 0.2908 -0.0219 -0.1558
C 0.5903 -1.0993 0.9131
O 1.9435 -0.8918 1.3619
C 1.3240 -0.1270 -1.3287
O 2.5733 0.3793 -0.9897
H -2.4272 1.4478 -1.6737
H -0.7209 1.5398 -2.0295
H -1.4208 2.2552 -0.5212
H -1.5989 -0.6509 -0.8252
H 0.5879 0.9354 0.3384
H 0.5007 -2.1377 0.6070
H -0.1458 -0.9270 1.6880
H 2.0171 -1.1993 2.2710
H 1.0802 0.6187 -2.1196
H 1.2551 -1.1503 -1.7190
H 2.9656 -0.1287 -0.2679
O -2.1101 -0.1034 2.4361
H -2.2690 -0.8076 1.7995
H -1.8733 0.5799 1.7935
*
```

SMILES: CNC(CO)CO.O
Orbital gap: 9.9201 eV
HOMO level: -9.1741 eV

***

Most stable to least stable, the ends of the list are entry P and entry Q.